ORCA calculation (ωB97M-V/def2-TZVPD) on a 10-piece molecular cluster, C34H95N7O13 overall in a non-equilibrium geometry.

```
149
Properties=species:S:1:pos:R:3
C -2.58 1.29 7.68
C -2.13 1.79 6.26
C -2.90 1.44 4.97
O -2.07 1.81 3.80
C -2.82 1.78 2.62
N -1.68 3.21 6.24
H -2.94 0.26 7.78
H -3.44 1.89 8.00
H -1.93 1.64 8.47
H -1.19 1.26 6.10
H -3.81 2.02 5.06
H -3.21 0.39 4.92
H -3.36 0.87 2.38
H -2.15 2.00 1.79
H -3.49 2.64 2.61
H -1.50 3.41 5.27
H -2.56 3.71 6.32
C 7.33 -1.51 2.53
C 6.73 -1.02 1.22
C 5.27 -1.44 1.17
O 5.00 -2.87 1.30
C 4.09 -3.46 0.30
N 6.97 0.43 1.15
H 7.04 -2.52 2.79
H 6.93 -0.96 3.38
H 8.40 -1.31 2.62
H 7.18 -1.38 0.29
H 4.76 -1.15 0.25
H 4.70 -0.96 1.97
H 3.05 -3.15 0.37
H 4.11 -4.51 0.60
H 4.59 -3.49 -0.67
H 6.32 0.95 0.58
H 6.54 0.77 2.00
C 4.80 2.92 0.75
C 4.13 2.40 2.10
C 2.75 1.70 1.99
O 2.17 1.18 3.15
C 1.44 2.06 4.04
N 5.00 1.58 2.86
H 4.83 2.23 -0.09
H 5.85 3.18 0.92
H 4.28 3.87 0.64
H 3.94 3.39 2.51
H 2.79 0.85 1.31
H 2.07 2.30 1.39
H 0.98 1.53 4.87
H 0.64 2.64 3.58
H 2.16 2.73 4.52
H 4.52 1.18 3.66
H 5.63 2.26 3.26
C -2.50 1.01 -2.07
C -4.03 0.85 -1.94
C -4.58 -0.46 -2.59
O -4.47 -0.10 -3.95
C -4.74 -1.00 -5.02
N -4.28 0.71 -0.42
H -2.01 0.16 -1.61
H -2.20 1.97 -1.64
H -2.16 1.07 -3.11
H -4.67 1.70 -2.16
H -5.66 -0.59 -2.48
H -4.07 -1.36 -2.23
H -5.82 -1.15 -5.03
H -4.32 -2.00 -4.90
H -4.30 -0.50 -5.88
H -4.22 1.55 0.14
H -3.47 0.18 -0.14
C 0.34 4.04 -1.06
C 0.60 4.48 -2.53
C -0.10 5.84 -2.92
O 0.70 7.01 -2.47
C 0.19 8.27 -2.72
N 2.08 4.60 -2.82
H 0.72 4.68 -0.26
H 0.82 3.06 -1.03
H -0.70 3.78 -0.89
H 0.31 3.67 -3.20
H -1.02 5.82 -2.33
H -0.39 5.83 -3.97
H 0.05 8.37 -3.80
H 0.99 8.96 -2.46
H -0.67 8.31 -2.05
H 2.31 5.45 -2.33
H 2.30 4.76 -3.80
C -1.68 -3.54 -5.27
C -1.47 -2.78 -3.92
C -1.89 -3.72 -2.68
O -2.24 -2.80 -1.57
C -3.07 -3.33 -0.57
N -0.14 -2.27 -3.91
H -1.45 -2.84 -6.07
H -2.69 -3.91 -5.46
H -1.00 -4.37 -5.39
H -2.15 -1.93 -3.88
H -1.05 -4.39 -2.46
H -2.72 -4.33 -3.06
H -3.22 -4.39 -0.77
H -3.98 -2.74 -0.71
H -2.64 -3.21 0.43
H 0.20 -1.80 -3.08
H -0.07 -1.52 -4.58
C -6.65 -4.80 4.15
C -5.85 -5.07 2.92
C -4.34 -4.62 2.94
O -3.97 -3.29 3.15
C -4.82 -2.26 2.54
N -6.08 -6.50 2.64
H -7.72 -4.77 3.96
H -6.35 -3.77 4.38
H -6.36 -5.58 4.84
H -6.35 -4.57 2.08
H -3.80 -5.03 2.10
H -3.99 -5.12 3.85
H -5.23 -2.51 1.56
H -4.25 -1.34 2.51
H -5.72 -1.95 3.08
H -5.52 -6.83 1.87
H -5.68 -7.10 3.36
C 3.67 -2.15 -3.19
C 3.20 -1.91 -4.66
O 2.37 -3.04 -4.99
O 4.75 -2.93 -3.35
H 2.84 -2.43 -2.54
H 3.99 -1.26 -2.64
H 4.10 -1.79 -5.28
H 2.57 -1.03 -4.77
H 1.75 -3.01 -4.26
H 4.44 -3.84 -3.29
C 2.90 1.36 -2.55
C 4.22 1.38 -3.23
O 4.68 2.71 -3.47
O 1.92 1.92 -3.39
H 2.98 1.94 -1.63
H 2.57 0.32 -2.50
H 4.33 0.92 -4.21
H 4.91 0.93 -2.52
H 5.54 2.72 -3.90
H 1.83 2.82 -3.08
C 0.73 -1.03 -0.01
C 0.02 0.14 0.66
O -1.31 -0.13 0.71
O 0.39 -1.17 -1.40
H 0.32 -1.92 0.46
H 1.80 -1.17 0.14
H 0.11 1.13 0.20
H 0.36 0.24 1.69
H -1.66 -0.48 1.53
H -0.56 -1.04 -1.37
```

Properties
E_tot in eV: -73836.01375
Maximum force in eV/A: 4.09
SMILES string: COC[C@H](C)N.COC[C@H](C)N.COC[C@H](C)N.COC[C@H](C)N.COC[C@H](C)N.COC[C@H](C)N.COC[C@H](C)N.OCCO.OCCO.OCCO
HOMO energy in eV: -8.59
Orbital gap in Eh: 0.32960